Record 1
C32H44BN8 | the ωB97M-V functional and the def2-TZVPD basis

Geometry as XYZ:
```
85
Properties=species:S:1:pos:R:3:lowdin_charge:R:1
B -0.15008 1.18471 -0.69394 -0.45
H 0.62063 1.79676 0.11047 -0.01
H 0.44780 0.40013 -1.23386 -0.11
H -0.74533 0.39430 -0.11411 -0.08
H -0.72470 2.00225 -1.33155 -0.04
N -2.84072 1.97036 1.68772 0.03
C -3.46237 0.77514 2.20719 -0.03
C -4.38986 1.30086 3.37307 -0.05
C -4.07116 2.73942 3.58556 -0.11
C -3.19548 3.08989 2.54116 -0.14
H -2.45133 2.10856 0.81019 0.08
H -3.41052 -0.18629 1.84132 0.03
H -4.99409 0.68806 4.06775 0.07
H -4.56586 3.23136 4.35003 0.06
H -2.71943 4.00313 2.32314 0.09
N 0.16906 1.98332 -4.10539 -0.03
C 0.51897 3.16815 -4.76487 -0.10
C 0.20052 2.97529 -6.22082 -0.09
C -0.66536 1.75188 -6.28179 -0.06
C -0.48556 1.09627 -4.87504 -0.14
H 0.17003 1.71970 -3.06510 0.11
H 0.98834 3.99497 -4.23725 0.09
H 0.37527 3.65581 -6.98865 0.03
H -1.16584 1.41344 -7.19415 0.05
H -0.60284 0.09299 -4.68043 0.04
N -0.42602 -3.95104 -0.81826 -0.10
C -0.40180 -5.38295 -0.47843 -0.07
C 0.07064 -5.42104 0.97600 -0.07
C 0.43592 -3.98915 1.34864 -0.03
C 0.11591 -3.19796 0.04686 -0.15
H -0.72350 -3.69111 -1.81406 0.00
H -0.97755 -6.13393 -1.06478 0.08
H 0.24457 -6.28962 1.48912 0.02
H 0.64438 -3.68192 2.24307 -0.02
H 0.42197 -2.09620 -0.16995 0.12
N -3.19226 -0.13199 -1.80787 -0.04
C -3.56849 0.01167 -3.08371 -0.09
C -4.86633 -0.81033 -3.26964 -0.03
C -5.16497 -1.36092 -1.88728 -0.09
C -4.07488 -0.95599 -1.10073 -0.16
H -2.32013 0.15587 -1.39901 0.07
H -3.03294 0.61528 -3.86011 0.10
H -5.51032 -1.01736 -4.06447 0.03
H -6.11320 -1.74115 -1.52400 0.08
H -3.64755 -1.14168 -0.11121 0.09
N 4.26052 1.65554 1.83675 -0.05
C 5.61418 1.89980 1.87664 -0.12
C 5.80991 3.36402 2.06655 -0.06
C 4.40743 3.82745 2.20122 -0.08
C 3.46042 2.68519 1.98911 -0.12
H 3.77786 0.77367 1.66776 0.06
H 6.31091 1.04586 1.46234 0.11
H 6.58177 3.90759 2.32940 0.00
H 4.10587 4.83770 2.38476 0.05
H 2.39036 2.65688 2.13914 0.09
N -0.75844 2.00818 4.25684 -0.01
C 0.30059 1.34326 3.66381 -0.11
C 1.48097 1.43504 4.56400 -0.09
C 0.96562 2.18226 5.79482 -0.06
C -0.56994 2.43359 5.53610 -0.06
H -1.43174 2.18117 3.61880 0.03
H 0.32103 0.89253 2.74585 0.05
H 2.53886 1.17912 4.34788 0.07
H 1.49482 2.18931 6.88502 0.10
H -1.28905 2.94604 5.86690 0.00
N 2.95286 -0.51891 0.64700 -0.01
C 2.81822 -1.05890 1.87975 -0.12
C 4.17024 -1.60219 2.37260 -0.03
C 5.04931 -1.55539 1.06156 -0.04
C 4.11264 -0.88647 -0.04735 -0.02
H 2.29333 -0.17968 0.21493 0.00
H 1.91428 -0.97251 2.47965 0.10
H 4.71837 -2.24531 3.11520 0.08
H 6.09165 -1.89102 0.99235 0.05
H 4.17542 -0.67225 -1.04300 0.06
N -1.51855 -2.29734 -2.37641 -0.01
C -0.21225 -2.01661 -2.88490 -0.03
C 0.28276 -3.38385 -3.51025 -0.01
C -0.95748 -4.28348 -3.45911 -0.07
C -2.04647 -3.52283 -2.71959 -0.10
H -1.95141 -1.74451 -1.70202 0.07
H 0.24703 -1.14629 -2.58544 0.03
H 1.22507 -3.45736 -4.15138 0.10
H -0.95048 -5.24915 -3.85024 0.06
H -2.95000 -3.89905 -2.42782 0.09
```

For the orbital gap, the calculation gives 7.9 eV. Its charge is -1. For the HOMO energy, the calculation gives -5.10 eV.

Record 2
C32H44BaClN4O4 | the ωB97M-V functional and the def2-TZVPD basis

Geometry as XYZ:
```
86
Properties=species:S:1:pos:R:3:lowdin_charge:R:1
O 0.42749 -0.96879 -2.57594 -0.45
C -0.55975 -0.64665 -3.41154 -0.53
C -0.31371 0.76127 -3.98386 -0.18
C 0.31472 1.78804 -3.26288 -0.06
H 0.69700 1.60734 -2.25158 0.06
C 0.51196 3.03482 -3.87026 -0.09
H 1.03880 3.81235 -3.31022 0.10
C 0.07747 3.26798 -5.17721 -0.11
H 0.24530 4.23784 -5.64903 0.09
C -0.57723 2.24103 -5.87598 -0.09
H -0.91878 2.40200 -6.89780 0.09
C -0.76983 0.99919 -5.27117 -0.05
H -1.27689 0.16774 -5.77519 0.12
H -0.50950 -1.33503 -4.27901 0.13
C -2.39106 -2.24417 -2.59662 -0.06
C -2.01923 -0.82395 -2.87596 -0.32
H -3.47487 -2.38942 -2.70211 0.08
H -2.11413 -2.49589 -1.55536 0.05
H -1.86078 -2.91330 -3.29642 0.09
C -2.84525 0.22906 -2.68385 -0.16
C -4.28059 0.18437 -2.26596 -0.17
H -2.48985 1.24535 -2.88856 0.11
H -4.94499 0.62351 -3.02820 0.07
H -4.36792 0.80850 -1.37158 0.02
H -4.64293 -0.81268 -1.99291 0.05
Ba -0.38056 -0.31023 -0.29491 1.86
Cl -3.35220 -0.54701 0.64713 -0.13
C -1.33734 -0.77306 2.60947 -0.53
O -0.64794 -1.59706 2.01510 -0.22
N -1.47671 -0.76137 3.93955 -0.16
C -0.94618 -1.90498 4.67261 -0.04
C -2.19983 0.27131 4.64890 -0.05
H -1.91477 0.04244 2.10529 -0.03
H -0.39406 -2.50053 3.93823 0.09
H -1.75511 -2.50498 5.12375 0.09
H -0.28308 -1.55914 5.47900 0.09
H -2.39553 1.13152 3.99632 0.08
H -1.62541 0.63085 5.51557 0.09
H -3.17083 -0.05535 5.05663 0.09
H 4.63098 1.01298 -2.31811 0.09
H 4.55218 1.42274 0.29989 0.10
C 3.53628 0.92186 -2.19539 -0.06
C 3.48813 1.12560 0.27504 -0.03
N 3.20186 0.32027 -0.91040 -0.18
H 3.12020 0.29365 -3.00096 0.09
C 2.89561 -0.99151 -0.83742 -0.37
O 2.49364 -1.56409 0.18152 -0.04
H 3.23559 0.57090 1.18294 0.07
H 3.02013 -1.51958 -1.79238 0.13
H 3.09818 1.93145 -2.26478 0.08
H 2.88221 2.04750 0.23589 0.09
H -0.29389 -6.31378 0.29049 0.09
H 1.89226 -6.44819 -1.35346 0.09
C -0.69299 -5.76564 -0.57912 -0.03
C 1.36439 -5.72002 -1.98450 -0.06
N 0.35734 -4.99224 -1.23571 -0.18
H -1.47939 -5.07245 -0.26437 0.09
C 0.41347 -3.65729 -1.08914 -0.30
O -0.36387 -3.02317 -0.35212 -0.17
H 2.09765 -5.01609 -2.39718 0.09
H 1.18699 -3.14889 -1.69823 0.12
H -1.09307 -6.51517 -1.27909 0.09
H 0.92727 -6.29370 -2.81452 0.08
C -1.88975 4.91199 1.75431 -0.14
C -1.44767 4.37761 0.53721 -0.11
C -0.63095 3.24645 0.51365 -0.06
C -0.19633 2.63658 1.73546 -0.33
C -0.71184 3.17341 2.95114 -0.07
C -1.53051 4.30268 2.95971 -0.11
N 0.61339 1.51991 1.72444 -0.07
C 1.44062 1.22448 2.78981 -0.34
C 2.01999 2.21643 3.62957 -0.06
C 2.83308 1.86609 4.71018 -0.12
C 3.13807 0.52575 4.95744 -0.15
C 2.64369 -0.46882 4.11095 -0.11
C 1.83567 -0.12656 3.03025 -0.07
H -2.51319 5.80662 1.76325 0.08
H -1.74608 4.84775 -0.40063 0.09
H -0.28738 2.83215 -0.44326 0.06
H -0.43368 2.68724 3.88958 0.10
H -1.87063 4.68893 3.92456 0.09
H 1.79940 3.26664 3.41784 0.10
H 3.22121 2.66386 5.34777 0.09
H 3.76435 0.25360 5.80841 0.08
H 2.88465 -1.51967 4.27071 0.10
H 1.51688 -0.88117 2.31528 0.07
```

For the orbital gap (alpha / beta), the calculation gives 5.8 / 5.9 eV. Its charge is -1. For the HOMO energy (alpha / beta), the calculation gives -3.58 / -3.58 eV.

Asked for energy across the records above, the calculation gives -1708.00678; -2251.60535 Ha in order.